[1]
A molecular structure, C27H31BrCdN6O3S. Source: OMol25; level of theory: ωB97M-V/def2-TZVPD.

Geometry (Å):
C1 -5.871 6.149 -5.035
C2 1.540 -2.913 -2.884
H1 9.090 -1.813 4.282
H2 3.413 -1.096 3.728
H3 -4.915 6.193 -5.591
H4 0.999 -0.556 0.468
H5 -5.425 2.760 0.476
C3 -2.218 1.622 0.273
H6 -6.644 6.835 -5.445
C4 5.137 -2.144 4.037
H7 -0.691 -5.586 -1.965
H8 1.729 -2.882 0.515
C5 7.914 -1.928 4.217
H9 -3.274 2.154 -4.513
H10 3.957 -3.748 2.943
Br1 -0.719 -5.812 3.304
C6 -0.084 -0.097 0.328
H11 -4.439 2.912 2.074
C7 0.605 -3.936 -3.049
C8 -4.462 4.768 -2.225
C9 -0.246 1.028 -0.630
C10 -0.031 -4.898 0.593
H12 -4.618 1.320 1.419
H13 -4.897 7.256 -3.475
H14 3.086 -1.721 -1.670
H15 1.960 -2.487 -3.800
C11 3.573 -2.088 4.094
H16 -0.770 -0.566 2.093
C12 -2.043 0.809 1.234
N1 3.219 -3.060 2.980
O1 2.876 -2.395 5.242
C13 0.568 -4.209 -0.578
C14 2.075 -2.676 -1.618
S1 -3.359 4.762 -3.617
H17 -2.638 0.403 -4.997
H18 5.325 -0.850 2.374
C15 5.854 -1.376 3.087
C16 0.308 -4.907 1.891
H19 0.308 -4.368 -3.978
N2 -1.266 1.728 -0.654
H20 -2.577 0.481 2.177
H21 0.643 1.332 -1.148
C17 0.177 -4.574 -1.887
N3 -4.450 4.052 -1.129
N4 -3.584 3.080 -1.143
N5 -5.664 5.572 -2.554
C18 -5.792 6.601 -3.593
C19 -3.411 2.397 0.068
H22 7.655 -0.528 2.506
C20 5.814 -2.896 5.072
H23 -6.640 7.113 -3.173
C21 -2.297 1.352 -4.693
H24 -1.613 1.804 -5.460
C22 7.259 -2.802 5.021
C23 7.268 -1.198 3.291
C24 -4.546 2.356 1.087
H25 -6.615 5.374 -2.256
Cd1 -1.869 3.075 -2.618
H26 3.386 -3.051 5.797
H27 7.783 -3.391 5.807
H28 2.498 -5.353 2.273
H29 1.107 10.445 -2.970
C25 -0.986 -0.207 1.309
N6 1.924 -3.319 2.769
C26 1.708 -4.512 2.332
O2 5.119 -3.639 5.804
H30 -0.931 -5.354 0.417
C27 1.518 -3.183 -0.477
O3 -1.535 1.323 -3.550
H31 -6.273 5.066 -5.010

Properties
net charge	-2
largest force on an atom	14.01	eV Å⁻¹
energy above the lowest of the compared OMol25 structures with the same formula, charge and spin	587.4	kJ/mol
highest occupied orbital energy (alpha / beta)	-2.25 / -0.25	eV

Here are the Löwdin charges for atoms 1 to 6, given in e: C -0.17; C -0.12; H 0.12; H 0.12; H 0.04; H 0.12

=====

[2]
A molecular structure, C12H25O8PS2Tc. Source: OMol25; level of theory: ωB97M-V/def2-TZVPD.

Geometry (Å):
H1 0.060 -3.135 -2.628
H2 0.731 -4.083 -1.264
H3 -2.115 1.358 2.404
C1 0.955 -3.592 -2.208
O1 -1.741 -2.050 -1.410
O2 1.700 -1.449 -1.237
H4 0.761 4.583 1.295
C2 2.940 0.265 -2.539
C3 -2.825 -1.083 -1.374
O3 1.670 2.773 0.818
C4 -2.036 2.264 1.808
C5 2.805 -0.478 -1.232
H5 2.953 -3.028 -1.623
H6 -2.571 4.347 1.841
C6 1.735 4.112 1.411
H7 -1.930 -4.101 -1.561
H8 3.312 -0.359 -3.349
O4 -0.608 2.578 1.688
C7 -2.707 3.448 2.442
H9 2.595 0.188 -0.403
H10 2.270 5.043 3.250
H11 -3.747 -1.538 -1.730
O5 -1.850 -0.663 0.751
C8 2.175 4.033 2.849
C9 -2.964 -0.553 0.050
O6 -0.345 -2.952 0.764
H12 -3.175 -3.323 -0.584
O7 -3.995 -0.102 0.471
P1 0.453 1.791 0.852
H13 1.450 3.497 3.460
S1 0.985 0.007 1.629
H14 -2.412 2.060 0.807
C10 -1.300 -3.616 0.390
Tc1 -0.133 -0.989 -0.165
H15 -1.121 -4.878 1.767
H16 -2.324 3.631 3.445
O8 -1.683 -4.715 0.991
C11 2.061 -2.584 -2.071
H17 2.326 -2.190 -3.051
H18 -3.776 3.247 2.517
H19 1.994 0.715 -2.834
H20 -2.526 -0.279 -2.044
H21 3.144 3.545 2.932
C12 -2.114 -3.301 -0.839
H22 3.704 -1.049 -0.987
H23 1.286 -4.359 -2.908
H24 3.660 1.072 -2.398
S2 -0.186 1.255 -0.985
H25 2.459 4.636 0.792

Properties
net charge	+1
largest force on an atom	0.22	eV Å⁻¹
2S+1	3
highest occupied orbital energy (alpha / beta)	-11.75 / -11.85	eV

Here are the Löwdin charges for atoms 1 to 6, given in e: H 0.08; H 0.07; H 0.12; C -0.05; O -0.24; O -0.37

=====

[3]
2 unconnected molecules or ions with the total composition H3OS2. Source: OMol25; level of theory: ωB97M-V/def2-TZVPD.

Geometry (Å):
H1 1.201 2.615 0.067
H2 -0.251 2.047 0.022
S1 -1.997 -2.272 -0.507
H3 0.601 -2.737 0.453
O1 0.402 2.488 0.585
S2 0.044 -2.142 -0.620

Properties
net charge	-1
largest force on an atom	1.02	eV Å⁻¹
energy above the lowest of the compared OMol25 structures with the same formula, charge and spin	51.3	kJ/mol
highest occupied orbital energy	-2.05	eV

Charges per atom according to Löwdin partitioning, unit e: H 0.02; H 0.04; S -0.51; H -0.29; O -0.07; S -0.19

=====

[4]
A molecular structure, C5H16F2HfN8O7. Source: OMol25; level of theory: ωB97M-V/def2-TZVPD.

Geometry (Å):
C1 1.208 -5.971 -2.504
H1 -1.118 5.835 -0.195
C2 3.394 0.880 -3.661
H2 0.416 6.718 -0.227
H3 -6.739 0.902 5.532
N1 1.406 5.275 1.379
N2 3.248 0.561 -4.934
O1 2.832 0.370 -2.683
Hf1 -0.302 -1.261 1.209
H4 -5.926 2.041 2.240
O2 1.099 -0.440 4.556
C3 -5.565 1.009 3.746
H5 0.521 -7.471 -3.584
O3 2.272 -1.927 4.075
H6 -0.142 -7.125 -1.928
C4 2.298 -0.722 4.409
H7 2.551 -0.127 -5.179
F1 -2.305 -4.340 2.498
N3 1.999 -5.924 -3.557
N4 -5.993 0.592 4.926
H8 1.906 4.574 1.907
H9 2.023 -6.765 -4.115
H10 2.776 -5.295 -3.407
H11 1.740 6.218 1.242
O4 2.567 -0.153 3.389
N5 4.479 1.590 -3.577
H12 5.100 2.039 -4.235
O5 -0.064 3.739 0.825
H13 -7.181 2.161 3.529
O6 1.004 -5.134 -1.612
H14 -5.259 0.064 5.377
O7 -4.574 0.551 3.246
F2 -2.643 -0.854 -1.809
N6 0.585 -7.151 -2.628
N7 -6.280 1.878 3.172
H15 4.790 1.602 -2.616
H16 3.654 1.191 -5.611
C5 0.387 4.902 0.692
N8 -0.165 5.967 0.115

Properties
largest force on an atom	9.52	eV Å⁻¹
energy above the lowest of the compared OMol25 structures with the same formula, charge and spin	2420.3	kJ/mol
highest occupied orbital energy	-8.39	eV

Here are the Löwdin charges for atoms 1 to 6, given in e: C -0.73; H 0.12; C -0.75; H 0.11; H 0.10; N 0.15

=====

[5]
A gas-phase ion, C3H7O2 (charge -1). Source: OMol25; level of theory: ωB97M-V/def2-TZVPD.

Geometry (Å):
H1 1.972 -0.617 0.649
H2 -0.271 1.788 -0.660
H3 -0.887 -0.570 -1.391
C1 -0.118 -0.687 0.509
H4 -0.403 -0.474 1.596
C2 -1.203 -0.061 -0.481
H5 -2.287 -0.294 -0.199
O1 1.689 0.088 -1.170
C3 1.266 0.058 0.167
H6 1.184 1.164 0.721
H7 0.136 -1.866 0.498
O2 -1.078 1.470 -0.239

Properties
net charge	-1
largest force on an atom	3.11	eV Å⁻¹
SMILES string	[O-]CCCO
energy above the lowest of the compared OMol25 structures with the same formula, charge and spin	336.5	kJ/mol
highest occupied orbital energy	-2.40	eV

Here are the Löwdin charges for atoms 1 to 6, given in e: H 0.04; H 0.04; H 0.08; C -0.23; H 0.08; C -0.21

=====

[6]
A molecular structure, C31H76N5NaO13. Source: OMol25; level of theory: ωB97M-V/def2-TZVPD.

Geometry (Å):
H1 -1.341 -1.007 -3.624
H2 -1.983 4.711 1.856
C1 -1.634 2.612 -2.698
H3 6.993 1.863 -0.988
H4 -3.554 1.786 0.228
H5 3.199 0.842 1.738
H6 -1.094 2.991 -3.565
H7 5.424 0.030 -1.712
H8 -2.605 -0.648 1.069
H9 7.212 1.390 0.723
O1 -3.440 0.846 -0.080
H10 6.518 2.956 0.231
H11 -4.739 -6.414 0.715
O2 0.876 0.888 0.206
O3 0.155 4.942 0.562
H12 -4.802 -8.792 -0.181
H13 -5.195 0.892 -1.279
C2 -3.266 2.476 1.021
H14 1.325 3.878 -1.401
C3 6.556 1.889 0.010
H15 -1.967 -0.786 2.317
H16 -0.335 -0.843 1.936
C4 -0.396 -4.817 0.746
H17 0.912 1.918 4.213
H18 0.180 0.379 4.015
H19 -1.906 2.971 -0.609
H20 1.041 -1.667 1.518
N1 -2.323 3.373 0.311
C5 -2.732 1.788 2.256
H21 2.354 0.967 -1.345
H22 -3.536 -9.360 -1.259
C6 -1.123 -1.474 2.349
C7 -2.284 4.753 0.809
H23 0.011 -3.866 2.641
H24 -1.403 2.969 0.416
O4 2.286 0.441 4.254
H25 0.480 -2.166 -3.960
C8 0.371 -1.936 -2.900
H26 1.082 6.287 1.763
H27 -1.350 6.596 0.349
H28 1.082 1.118 2.674
H29 2.966 2.163 -0.246
H30 -1.662 -2.562 -2.959
H31 0.039 0.760 -3.509
C9 -1.118 3.106 -1.351
H32 -3.182 -9.105 0.410
H33 -3.467 1.016 2.484
H34 4.545 3.870 -0.912
H35 -3.429 -1.186 -1.956
H36 1.094 2.935 -2.694
H37 2.349 -1.278 -4.170
H38 2.950 0.019 -3.252
C10 -0.157 -3.567 1.607
C11 -4.159 1.225 -1.223
N2 0.116 2.357 -0.932
O5 -1.287 -2.664 1.571
C12 5.278 0.044 -0.632
O6 -0.340 -0.828 0.017
O7 -1.760 1.191 -2.845
H39 5.197 3.584 -2.643
H40 -1.252 -6.746 0.845
H41 0.535 -5.370 0.628
H42 -1.361 -0.603 3.093
O8 1.528 -0.894 1.224
H43 -1.210 1.309 -4.763
H44 0.027 5.082 2.625
H45 -3.670 -7.355 1.572
Na1 -0.693 0.583 -1.075
H46 -0.822 -1.502 -0.829
H47 2.233 -1.263 3.067
H48 -4.256 2.310 -1.189
C13 3.749 -0.044 2.056
C14 3.973 -0.691 -0.297
N3 -1.510 -1.125 -1.465
H49 -1.051 -0.347 -4.135
C15 -3.745 -8.689 -0.426
H50 -4.128 -0.826 0.799
H51 -4.161 3.061 1.234
H52 1.659 4.762 2.120
H53 -0.426 0.751 3.663
H54 0.006 -0.109 2.203
O9 -1.553 1.178 1.892
C16 -1.064 -1.665 -2.801
H55 -0.873 4.167 -1.403
H56 -3.164 5.376 0.647
H57 3.255 0.080 -0.578
O10 5.277 1.358 -0.165
C17 1.074 0.944 3.750
C18 -1.190 5.546 0.102
H58 3.807 -1.027 3.867
C19 -3.679 -6.668 0.727
H59 4.756 0.333 2.232
H60 3.027 -1.554 -2.581
C20 -2.882 -1.429 -1.045
O11 -3.391 -7.305 -0.557
H61 -1.200 5.324 -0.965
C21 0.736 5.255 1.815
H62 2.726 -1.292 0.908
C22 -3.262 -0.530 0.208
H63 -2.941 -2.495 -0.824
H64 -0.559 -4.552 -0.298
C23 3.000 -0.533 3.325
H65 -3.087 -4.814 1.780
H66 0.387 2.418 0.039
H67 3.972 -1.581 -0.925
H68 -2.696 2.410 3.151
H69 -2.770 -4.828 -0.009
H70 6.048 -0.631 -0.258
O12 1.068 -0.671 -2.611
C24 2.368 -0.897 -3.149
O13 3.743 2.278 -2.146
N4 3.704 -1.080 1.042
C25 -0.838 0.294 2.763
C26 0.675 -0.292 0.450
H71 -2.659 2.972 -2.781
C27 4.360 3.578 -1.945
H72 0.556 -2.783 -2.238
N5 -1.381 -5.807 1.195
H73 -0.778 -1.564 3.379
C28 -0.984 0.711 -3.881
C29 2.651 2.014 -1.279
C30 -2.744 -5.393 0.923
H74 3.593 4.220 -2.378
H75 -3.645 1.021 -2.162
C31 1.335 2.814 -1.638
H76 0.775 -3.049 1.378

Properties
largest force on an atom	15.64	eV Å⁻¹
energy above the lowest of the compared OMol25 structures with the same formula, charge and spin	4294.1	kJ/mol
highest occupied orbital energy	-6.06	eV

Here are the Löwdin charges for atoms 1 to 6, given in e: H 0.02; H 0.11; C -0.14; H 0.09; H -0.19; H 0.11

=====

[7]
A single C5H6N2O molecule. Source: OMol25; level of theory: ωB97M-V/def2-TZVPD.

Geometry (Å):
H1 2.078 -1.547 0.220
C1 1.933 -0.653 -0.321
N1 -1.844 -1.420 0.089
H2 1.543 -1.219 -1.417
H3 2.648 0.135 -0.311
C2 0.441 -0.213 0.273
H4 0.358 -0.196 1.533
C3 0.092 1.278 0.079
C4 -0.910 -0.609 0.038
O1 -3.125 -0.578 -0.030
N2 -2.735 0.782 -0.332
C5 -1.343 0.766 -0.112
H5 0.572 1.554 -0.706
H6 0.290 1.919 0.997

Properties
largest force on an atom	7.34	eV Å⁻¹
SMILES string	C[C@H]1Cc2nonc21
energy above the lowest of the compared OMol25 structures with the same formula, charge and spin	697.7	kJ/mol
highest occupied orbital energy	-10.32	eV

Here are the Löwdin charges for atoms 1 to 6, given in e: H 0.02; C 0.00; N 0.18; H 0.16; H 0.05; C -0.26

=====

[8]
A single CH2BrN molecule. Source: OMol25; level of theory: ωB97M-V/def2-TZVPD.

Geometry (Å):
H1 -0.489 1.141 0.000
N1 -0.083 0.739 -0.952
Br1 1.730 -1.276 -1.920
H2 0.788 -0.816 0.283
C1 0.572 -0.473 -0.692

Properties
largest force on an atom	7.47	eV Å⁻¹
SMILES string	[H]/N=C/Br
energy above the lowest of the compared OMol25 structures with the same formula, charge and spin	83.7	kJ/mol
highest occupied orbital energy	-10.34	eV

Charges per atom according to Löwdin partitioning, unit e: H 0.07; N -0.03; Br 0.66; H 0.01; C -0.71

=====

[9]
A molecular structure, C48H42N10O13S2. Source: OMol25; level of theory: ωB97M-V/def2-TZVPD.

Geometry (Å):
H1 -4.827 -3.427 -3.162
C1 1.797 4.351 -3.614
C2 -3.381 8.173 1.157
S1 -2.863 3.286 0.168
N1 1.080 0.515 -3.990
H2 -1.195 -4.258 1.192
C3 -2.477 2.443 -3.491
C4 0.354 -1.273 5.612
O1 5.101 3.114 -1.025
C5 3.405 -9.212 2.073
O2 4.787 -9.285 -1.185
C6 -6.133 8.084 0.756
H3 2.701 4.091 1.863
C7 -3.940 7.141 0.420
H4 -1.278 -0.490 -1.365
N2 -3.158 2.332 -1.097
C8 -1.055 4.819 -2.743
C9 -1.190 0.379 6.467
C10 0.723 -6.259 -0.776
C11 -0.303 -0.060 5.501
H5 3.981 4.319 -3.287
C12 -1.754 3.182 -4.377
C13 3.527 -9.865 3.289
H6 -3.314 6.367 0.005
N3 -0.045 0.787 4.329
C14 -0.928 -4.918 0.379
H7 -2.279 -6.416 -2.336
O3 -4.373 11.085 2.914
N4 4.087 -8.911 -0.267
H8 -7.202 8.047 0.598
C15 -4.052 -2.784 -2.771
H9 1.478 6.293 -4.542
H10 1.731 -6.643 -0.867
C16 3.225 3.153 1.978
C17 -3.957 -2.533 -1.413
C18 4.571 0.736 2.264
O4 3.297 -7.991 -0.328
N5 0.259 0.291 -5.083
C19 0.734 1.001 -6.041
H11 0.395 1.115 -7.055
H12 -0.935 -2.248 8.583
C20 -2.973 -1.708 -0.895
O5 -0.614 1.859 4.269
N6 -3.619 10.254 2.448
H13 1.175 3.477 -3.448
O6 1.840 1.691 -5.690
O7 1.012 -4.272 2.148
H14 1.866 5.034 -5.669
O8 -5.741 -3.918 -0.980
C21 5.229 -11.294 2.360
C22 -3.135 -2.197 -3.627
C23 -2.055 -1.132 -1.758
C24 -1.812 4.101 -1.768
H15 -2.915 -1.517 0.166
C25 4.440 -10.902 3.434
C26 -2.519 2.904 -2.139
C27 -5.581 9.117 1.496
H16 -2.974 1.537 -3.802
H17 -1.687 2.830 -5.399
H18 -2.313 8.211 1.315
C28 -1.878 -5.287 -0.558
O9 2.501 -5.418 1.104
C29 -1.534 -6.135 -1.602
H19 3.518 0.555 4.121
H20 4.537 -11.405 4.387
H21 -3.197 -2.383 -4.691
H22 3.510 3.891 -4.934
S2 3.335 2.028 -3.468
C30 4.203 -9.613 1.016
H23 1.037 -1.605 4.844
O10 0.727 0.370 3.491
C31 1.997 1.330 -4.383
C32 -5.314 7.099 0.218
H24 -0.252 4.425 -6.034
C33 3.685 1.164 3.243
H25 2.317 2.699 3.859
H26 -5.748 6.295 -0.363
H27 -1.413 -0.925 -3.793
H28 -2.106 -0.086 8.344
C34 4.789 1.511 1.137
H29 -0.497 5.695 -2.438
H30 -6.215 9.884 1.916
N7 1.370 -4.999 1.242
H31 2.700 -8.402 1.957
N8 -4.914 -3.168 -0.500
N9 4.345 3.539 -0.174
H32 5.473 1.178 0.371
H33 -1.698 1.326 6.363
C35 -2.134 -1.376 -3.121
C36 -1.019 4.376 -4.029
C37 5.112 -10.648 1.140
O11 -2.412 10.274 2.570
C38 -0.760 -1.632 7.711
C39 1.290 5.242 -4.764
H34 5.725 -10.951 0.303
C40 4.113 2.712 1.012
H35 0.631 -3.009 6.831
O12 3.751 4.597 -0.258
H36 -0.662 5.981 -5.373
H37 2.912 -9.562 4.125
C41 0.122 -2.061 6.728
H38 5.093 -0.204 2.378
C42 -1.417 -0.416 7.579
C43 -4.210 9.149 1.682
H39 5.938 -12.102 2.475
C44 3.010 2.370 3.099
C45 3.232 3.806 -3.884
O13 -4.815 -2.920 0.685
C46 0.362 -5.406 0.255
N10 -1.922 4.451 -0.477
H40 1.873 4.963 -2.716
H41 0.027 -7.285 -2.519
C47 -0.206 5.019 -5.122
H42 -2.887 -4.912 -0.476
C48 -0.238 -6.622 -1.707

Properties
largest force on an atom	1.53	eV Å⁻¹
highest occupied orbital energy	-9.06	eV

Here are the Löwdin charges for atoms 1 to 6, given in e: H 0.12; C -0.24; C 0.00; S 0.99; N 0.07; H 0.12

=====

[10]
A single C5H13NO2 molecule. Source: OMol25; level of theory: ωB97M-V/def2-TZVPD.

Geometry (Å):
C1 -0.206 1.461 0.327
H1 -0.301 2.443 0.813
H2 1.252 1.168 1.865
H3 0.295 1.628 -0.631
H4 -2.847 1.699 1.388
O1 -1.466 0.906 0.018
O2 1.738 -0.090 0.373
H5 0.845 -1.929 0.702
C2 0.401 -1.332 -1.309
H6 -1.749 0.459 2.059
C3 0.727 0.526 1.145
C4 -2.282 0.785 1.157
H7 0.169 -0.223 1.721
H8 1.477 0.286 -1.988
H9 0.851 -0.666 -3.203
H10 0.407 -2.344 -1.739
H11 -0.619 -1.187 -0.924
C5 1.356 -1.362 -0.097
H12 -3.019 0.006 0.930
N1 0.712 -0.298 -2.281
H13 2.260 -1.937 -0.324

Properties
largest force on an atom	1.19	eV Å⁻¹
SMILES string	COCCOCCN
energy above the lowest of the compared OMol25 structures with the same formula, charge and spin	239.0	kJ/mol
highest occupied orbital energy	-8.88	eV

Here are the Löwdin charges for atoms 1 to 6, given in e: C -0.19; H 0.12; H 0.13; H 0.11; H 0.09; O -0.19

=====

[11]
A molecular structure, H3NO3PS. Source: OMol25; level of theory: ωB97M-V/def2-TZVPD.

Geometry (Å):
P1 -0.428 1.329 -1.166
S1 1.213 -0.732 -0.750
O1 1.553 0.672 -1.320
H1 -1.289 -1.975 0.859
N1 -0.547 2.335 0.012
H2 -1.811 -2.405 1.419
O2 1.895 -0.925 0.525
O3 -0.448 -0.299 -0.528
H3 -0.137 2.000 0.948

Properties
net charge	-1
largest force on an atom	3.22	eV Å⁻¹
energy above the lowest of the compared OMol25 structures with the same formula, charge and spin	87.4	kJ/mol
highest occupied orbital energy	-4.92	eV

Here are the Löwdin charges for atoms 1 to 6, given in e: P 0.64; S 0.62; O -0.65; H 0.01; N -0.38; H 0.03